No. 1
C36H53BFeN5O3Se as an isolated structure at a distorted geometry. Source: the Open Molecules 2025 dataset; level of theory: ωB97M-V/def2-TZVPD.

```
100
Properties=species:S:1:pos:R:3:lowdin_charge:R:1
Fe 0.45914 0.48598 -2.17154 1.0187
C -4.34473 2.22562 4.12455 -0.0670
C -4.22767 0.96780 3.26422 -0.5582
C -3.71120 -0.17552 4.14791 -0.0502
C -5.62381 0.60335 2.74208 -0.0463
C -3.27997 1.16181 2.08400 -0.1690
C -2.98943 0.09622 1.24328 -0.0732
C -2.09603 0.23490 0.19314 -0.3945
Se -1.77953 -1.26637 -0.95402 1.1753
C -0.36705 -2.08938 0.03382 -0.4046
C -0.61891 -2.86366 1.14313 -0.0656
C 0.42233 -3.44052 1.86668 -0.1670
C 1.70676 -3.26836 1.37819 0.0156
C 2.02403 -2.52882 0.23843 -0.0745
C 0.95721 -1.87088 -0.41111 -0.3298
O 1.17346 -1.05877 -1.42204 -0.2275
C 3.50300 -2.46971 -0.18128 -0.5211
C 3.80836 -1.81835 -1.53416 -0.0517
C 4.04256 -3.90734 -0.26398 -0.0515
C 4.28405 -1.70418 0.89690 -0.0373
C 0.10327 -4.23793 3.13057 -0.5573
C -0.77783 -5.44044 2.76621 -0.0464
C -0.65300 -3.34237 4.12068 -0.0468
C 1.36379 -4.75545 3.82099 -0.0675
C -1.45484 1.45740 -0.05980 -0.3281
O -0.52793 1.56887 -1.00297 -0.2343
C -1.81638 2.58381 0.71355 -0.0804
C -2.69535 2.38852 1.77159 0.0298
C -1.29352 3.98343 0.36931 -0.5258
C -1.85323 5.06267 1.30223 -0.0708
C 0.23702 4.04925 0.45322 -0.0419
C -1.73670 4.33452 -1.05879 -0.0388
H -5.00106 2.02633 4.97305 0.0840
H -4.77267 3.06085 3.56874 0.0843
H -3.37731 2.54078 4.51812 0.0890
H -4.36952 -0.31880 5.00680 0.0836
H -2.70622 0.03523 4.51619 0.0913
H -3.67312 -1.11686 3.59986 0.0687
H -6.31426 0.44623 3.57283 0.0832
H -5.59749 -0.31137 2.14994 0.0781
H -6.02173 1.39873 2.11036 0.0890
H -3.45435 -0.86983 1.39484 0.0973
H -1.64322 -3.00851 1.46364 0.1015
H 2.51922 -3.73153 1.92030 0.0911
H 3.27326 -2.30005 -2.35157 0.0873
H 4.88040 -1.93244 -1.71624 0.0863
H 3.57735 -0.76060 -1.55764 0.0585
H 3.48510 -4.48702 -1.00133 0.0929
H 3.99056 -4.43368 0.68832 0.0717
H 5.08978 -3.88663 -0.57098 0.0827
H 3.92965 -0.67538 0.97169 0.0775
H 5.34626 -1.67735 0.64345 0.0860
H 4.18016 -2.17161 1.87703 0.0787
H -1.72216 -5.12676 2.32163 0.0772
H -1.00653 -6.02297 3.66105 0.0832
H -0.27184 -6.09185 2.05229 0.0899
H -1.59584 -2.98487 3.70742 0.0668
H -0.05715 -2.46894 4.38976 0.0920
H -0.87799 -3.89887 5.03262 0.0840
H 1.92200 -5.44567 3.18703 0.0854
H 1.08546 -5.29338 4.72858 0.0842
H 2.03082 -3.94169 4.10929 0.0874
H -2.94268 3.23763 2.38610 0.0823
H -1.54139 4.91037 2.33640 0.0873
H -2.94246 5.11268 1.27452 0.0856
H -1.46994 6.03322 0.98372 0.0834
H 0.58809 3.71146 1.42987 0.0941
H 0.57045 5.07950 0.31535 0.0862
H 0.69804 3.43482 -0.31676 0.0456
H -2.82630 4.34659 -1.12927 0.0906
H -1.35152 3.61213 -1.77598 0.0613
H -1.36846 5.32603 -1.32949 0.0848
B 3.03370 1.94572 -4.13115 -0.3907
N 2.51834 0.53605 -4.54486 -0.0604
C 3.01406 -0.33433 -5.42451 -0.0726
C 2.13771 -1.40207 -5.54834 -0.0491
C 1.09624 -1.08574 -4.68633 -0.1303
N 1.32516 0.09144 -4.09540 -0.0373
N 3.20076 1.94724 -2.58387 -0.0637
C 4.25248 2.29058 -1.84185 -0.0701
C 3.90512 2.21367 -0.50054 -0.0437
C 2.57942 1.80933 -0.51764 -0.1519
N 2.15868 1.65895 -1.77891 -0.0253
H 2.21300 2.78493 -4.44212 0.0572
H 4.10409 2.14162 -4.64018 0.0735
H 3.95134 -0.12562 -5.90995 0.1223
H 2.24472 -2.27362 -6.16774 0.0936
H 0.20157 -1.63772 -4.44870 0.1164
H 5.17282 2.56871 -2.32398 0.1227
H 4.52572 2.41765 0.35202 0.0975
H 1.90332 1.60649 0.29749 0.1179
C -2.77820 1.51909 -5.11349 0.0215
C -1.49153 1.55085 -4.33581 -0.5372
N -0.63877 2.54612 -4.59431 0.2167
O -1.28342 0.69176 -3.47411 -0.0788
H -2.76713 2.17205 -5.98356 0.0800
H -3.58450 1.82809 -4.44861 0.0972
H -2.97367 0.49518 -5.42341 0.0936
H -0.81966 3.17021 -5.36017 0.1166
H 0.29937 2.55131 -4.21650 0.0586
```

Calculated values
spin multiplicity = 6
LUMO energy (alpha / beta) = 0.4 / -0.7 eV
orbital gap (alpha / beta) = 0.294 / 0.251 hartree
expectation value of S² = 8.76
net charge = 0
relative energy (zero: lowest compared OMol25 entry of this formula, charge and spin) = 0.0 kcal per mole
E_tot = -152199.2505 eV

=====

No. 2
C4H8O3 as an isolated structure at a distorted geometry. Source: the Open Molecules 2025 dataset; level of theory: ωB97M-V/def2-TZVPD.

```
15
Properties=species:S:1:pos:R:3:lowdin_charge:R:1
C 1.56580 -1.06856 -0.60395 -0.1243
C 1.16620 1.59106 0.26504 -0.1831
C -2.24344 -0.37943 0.55440 -0.1700
C -3.17354 0.05476 -0.30566 -0.0018
O -2.23983 -1.36810 1.28988 0.0499
O 0.63652 0.44473 -0.38336 -0.2520
O 2.35326 -1.58803 0.32843 -0.0044
H 2.25565 -1.33768 1.27328 0.1375
H 2.16811 -0.76215 -1.46209 0.1125
H 0.73627 -1.70785 -0.89873 0.1098
H 1.64470 1.39541 1.22833 0.0691
H 0.35771 2.32984 0.25208 0.0811
H 1.94719 2.12505 -0.27476 0.0628
H -3.57355 1.04564 -0.40593 0.0434
H -3.60105 -0.77466 -0.85695 0.0697
```

Calculated values
LUMO energy (alpha / beta) = -0.4 / -0.4 eV
orbital gap (alpha / beta) = 0.306 / 0.306 hartree
net charge = 0
relative energy (zero: lowest compared OMol25 entry of this formula, charge and spin) = 143.2 kcal per mole
E_tot = -10414.7939 eV

=====

No. 3
An isolated ion of composition C11H27N3 and charge +2 at a distorted geometry. Source: the Open Molecules 2025 dataset; level of theory: ωB97M-V/def2-TZVPD.

```
41
Properties=species:S:1:pos:R:3:lowdin_charge:R:1
C 0.74416 3.08595 0.45460 -0.0519
C 1.31908 1.94272 -0.45745 -0.1458
C 0.73867 0.52053 0.03653 -0.2459
C -0.71654 0.44833 -0.23088 -0.1207
C -1.90468 1.18605 0.44247 -0.1051
C -3.05067 1.85829 -0.35684 0.0290
N -1.78938 -0.36294 0.56109 -0.1718
N -1.35451 -0.86896 1.84259 0.1555
C -2.65547 -1.17139 -0.32784 -0.1655
C -2.17585 -2.56871 -0.46404 -0.0385
C 1.57514 -0.65331 -0.39483 -0.3034
C 1.66806 -0.82476 -1.89858 0.0116
N 2.91569 -0.54621 0.32761 0.0223
C 3.32010 -1.69519 1.19281 0.0095
H -0.32137 3.24846 0.16531 0.0832
H 1.32021 4.04415 0.18030 0.1305
H 0.93478 2.80417 1.40290 0.0321
H 2.35735 2.10677 -0.41504 0.0994
H 1.00505 2.30509 -1.34341 0.0744
H 0.74328 0.58723 1.21518 0.1755
H -0.84070 0.29413 -1.34760 0.1729
H -1.49068 1.65365 1.27991 0.1240
H -2.90072 1.59228 -1.43830 0.1104
H -2.83350 2.87372 -0.41112 0.0715
H -3.95460 1.44650 0.02367 0.0903
H -1.03905 -1.86823 1.67929 0.1250
H -2.11977 -0.72535 2.49865 0.1306
H -3.67251 -1.20478 0.16182 0.1620
H -2.80980 -0.60698 -1.20718 0.1070
H -1.38033 -2.71862 0.17548 0.0275
H -2.91213 -3.30698 -0.02726 0.1285
H -2.07730 -2.85525 -1.48108 0.0890
H 1.17817 -1.56454 0.06037 0.1359
H 2.50391 -1.44521 -2.19140 0.1004
H 1.79485 0.13381 -2.36816 0.0852
H 0.58763 -1.07810 -2.16106 0.1198
H 2.95623 0.20049 0.98823 0.1396
H 3.85791 -0.43421 -0.26693 0.2505
H 3.92055 -2.40793 0.53771 0.1381
H 4.07509 -1.27550 1.91606 0.1348
H 2.48370 -2.14916 1.64639 0.0828
```

Calculated values
LUMO energy = -5.8 eV
orbital gap = 0.435 hartree
net charge = +2
SMILES string = CC[C@@H]([C@@H]1[C@@H](C)[N@@+]1(N)CC)[C@@H](C)[NH2+]C
relative energy (zero: lowest compared OMol25 entry of this formula, charge and spin) = 0.0 kcal per mole
E_tot = -16295.6555 eV

=====

The lowest E_tot belongs to which entry?
C36H53BFeN5O3Se

=====

What is the formula in the first record?
C36H53BFeN5O3Se

=====

What did the second record say?
C4H8O3 as an isolated structure at a distorted geometry. Source: the Open Molecules 2025 dataset; level of theory: ωB97M-V/def2-TZVPD.

```
15
Properties=species:S:1:pos:R:3:lowdin_charge:R:1
C 1.56580 -1.06856 -0.60395 -0.1243
C 1.16620 1.59106 0.26504 -0.1831
C -2.24344 -0.37943 0.55440 -0.1700
C -3.17354 0.05476 -0.30566 -0.0018
O -2.23983 -1.36810 1.28988 0.0499
O 0.63652 0.44473 -0.38336 -0.2520
O 2.35326 -1.58803 0.32843 -0.0044
H 2.25565 -1.33768 1.27328 0.1375
H 2.16811 -0.76215 -1.46209 0.1125
H 0.73627 -1.70785 -0.89873 0.1098
H 1.64470 1.39541 1.22833 0.0691
H 0.35771 2.32984 0.25208 0.0811
H 1.94719 2.12505 -0.27476 0.0628
H -3.57355 1.04564 -0.40593 0.0434
H -3.60105 -0.77466 -0.85695 0.0697
```

Calculated values
LUMO energy (alpha / beta) = -0.4 / -0.4 eV
orbital gap (alpha / beta) = 0.306 / 0.306 hartree
net charge = 0
relative energy (zero: lowest compared OMol25 entry of this formula, charge and spin) = 143.2 kcal per mole
E_tot = -10414.7939 eV